No. 1
Here is a cluster of 2 separate species, C11H18 in total from the OMol25 dataset. Energies are from the ωB97M-V functional and the def2-TZVPD basis.

Atoms and positions in Å:
C (-1.89730, 0.64481, -0.72514)
C (2.15071, 0.95201, -1.35547)
C (1.88530, -0.26466, 0.69089)
C (2.08327, -1.46491, 0.00384)
C (2.52523, -0.21489, -1.98035)
C (1.51051, 2.13542, 0.79475)
C (-1.35576, -1.54461, 0.45646)
C (2.55869, -1.44882, -1.30065)
C (-1.94269, -0.10666, 0.61642)
C (-3.38773, -0.24927, 1.13977)
C (1.92932, 0.94202, 0.01482)
H (-1.35377, 0.39854, 1.37986)
H (1.61870, -0.30048, 1.74452)
H (-0.90830, 1.06800, -0.85908)
H (0.66688, 2.11261, 1.48434)
H (-2.15002, 0.00665, -1.58342)
H (-1.52032, -1.97080, -0.53291)
H (2.10673, 1.87446, -1.92940)
H (2.28601, 2.53062, 1.47199)
H (-2.59316, 1.50566, -0.85142)
H (1.19542, 3.00306, 0.18190)
H (-1.49922, -2.29381, 1.25062)
H (-0.29201, -1.39722, 0.51769)
H (2.90719, -2.35992, -1.77247)
H (-3.21901, -0.37403, 2.20963)
H (2.81464, -0.31295, -3.03950)
H (-4.03058, 0.58107, 0.85891)
H (1.79394, -2.39238, 0.48898)
H (-3.88266, -1.05954, 0.62439)

Cartesian forces, eV/Å:
-0.16 0.48 -0.20
0.44 0.35 -0.17
-0.01 -0.91 -0.45
0.33 0.08 0.34
0.79 -1.84 -0.80
0.03 2.60 0.37
1.08 0.74 0.19
-0.61 0.89 0.31
-1.40 -1.14 -0.71
0.84 0.46 -0.43
-1.09 -0.11 0.73
0.07 0.28 -0.11
-0.08 0.11 -0.17
0.33 -0.11 -0.37
-0.27 -1.17 -0.11
0.29 -0.12 0.29
-0.43 -0.07 0.10
-0.07 -0.06 0.19
0.22 -0.21 -0.46
0.26 -0.49 0.71
0.54 -0.44 -0.18
-0.80 0.46 -0.15
0.54 -0.10 -0.32
-0.30 0.10 -0.18
-1.09 -0.26 0.04
-0.23 0.73 0.50
0.18 0.58 0.60
0.58 -0.06 0.08
0.01 -0.77 0.35

Values from the calculation:
* net charge: 0
* electronic energy: -429.9014 Eh
* LUMO: 1.0 eV
* spin multiplicity: 1
* Kohn-Sham gap: 10.0528 eV
* maximum force: 2.63 eV/A
* ΔE to the lowest compared entry with this formula, charge and spin: 102.9 kJ/mol
* structure (SMILES): Cc1ccccc1.CC(C)C

=====

No. 2
Here is a cluster of 9 separate species, C42H46O22 in total from the OMol25 dataset. Energies are from the ωB97M-V functional and the def2-TZVPD basis.

Atoms and positions in Å:
O (-24.54482, 13.67353, -27.38869)
O (-13.70413, 16.58764, -27.37130)
O (-10.54910, 15.06339, -28.66501)
O (-19.87092, 14.93369, -25.00820)
O (-12.87268, 14.10659, -27.01285)
O (-15.91675, 16.16960, -27.47308)
O (-10.27186, 19.67966, -26.23409)
O (-16.55565, 11.79593, -30.31263)
O (-15.03666, 16.93003, -31.46663)
O (-18.12149, 11.28540, -26.04387)
O (-16.70191, 15.49515, -23.38547)
O (-16.67595, 12.76824, -25.43170)
O (-14.73883, 20.57043, -26.81880)
O (-9.38720, 20.68098, -27.86554)
O (-9.32573, 18.44971, -32.73396)
O (-15.14570, 17.63512, -26.10671)
O (-12.43165, 21.29869, -31.68895)
O (-9.52083, 21.66931, -25.86610)
O (-18.71957, 16.21290, -22.87523)
O (-9.67759, 13.80835, -22.48921)
O (-18.67404, 12.60820, -24.37629)
O (-17.79110, 14.89077, -21.43658)
C (-12.06010, 14.02641, -25.95288)
C (-9.68090, 17.62336, -31.75674)
C (-17.87711, 12.28831, -25.28839)
C (-19.84406, 15.76932, -22.02150)
C (-17.66495, 15.51578, -22.63389)
C (-10.31065, 18.70605, -27.16724)
C (-12.08948, 12.92163, -25.13342)
C (-16.70255, 15.36854, -30.59333)
C (-17.00639, 16.40381, -26.65965)
C (-11.34545, 12.94413, -23.98492)
C (-22.96102, 13.37075, -25.71543)
C (-14.17988, 20.81278, -28.03791)
C (-22.71213, 15.18691, -27.32801)
C (-10.06201, 19.55455, -28.40139)
C (-16.24738, 13.01966, -30.75167)
C (-19.18140, 14.97292, -20.92836)
C (-15.91549, 11.84070, -26.22798)
C (-21.11740, 14.81979, -25.59791)
C (-13.17524, 21.71596, -28.17957)
C (-11.23757, 15.14060, -25.63766)
C (-16.97972, 14.07077, -30.25110)
C (-11.27180, 16.78149, -30.13149)
C (-12.60521, 21.93506, -29.44033)
C (-15.44134, 15.60856, -31.23014)
C (-23.40960, 14.09808, -26.82495)
C (-21.54932, 15.59217, -26.66515)
C (-8.91662, 16.04707, -30.12439)
C (-14.86183, 16.80186, -27.03779)
C (-10.39931, 13.87188, -23.67792)
C (-8.65154, 16.83440, -31.20728)
C (-12.95630, 21.12303, -30.51287)
C (-21.86642, 13.75863, -25.18512)
C (-10.23018, 16.00141, -29.58784)
C (-14.56821, 14.51695, -31.64609)
C (-13.92681, 20.17094, -30.38686)
C (-10.95473, 17.62772, -31.20366)
C (-10.42977, 15.03658, -24.51768)
C (-16.94502, 10.82587, -26.61915)
C (-9.75476, 20.74350, -26.62845)
C (-14.54242, 19.99336, -29.12172)
C (-15.00477, 13.23183, -31.40750)
C (-16.54430, 17.66552, -25.86907)
H (-7.66924, 16.72330, -31.64216)
H (-11.30951, 15.98076, -26.31245)
H (-24.71559, 14.16226, -28.19713)
H (-8.82634, 14.23710, -22.60389)
H (-13.04477, 15.00176, -27.31394)
H (-21.47645, 13.19314, -24.35171)
H (-17.32146, 16.17751, -30.23428)
H (-20.48889, 15.09044, -22.57956)
H (-15.15813, 11.33434, -25.62957)
H (-11.79049, 18.24278, -31.50298)
H (-11.31675, 18.28747, -27.19287)
H (-16.88476, 17.50856, -24.84558)
H (-13.63195, 14.86210, -32.05923)
H (-16.16162, 11.11248, -30.85967)
H (-11.26769, 15.41954, -28.13737)
H (-12.83564, 12.16153, -25.31206)
H (-10.98795, 19.77590, -28.93218)
H (-14.27403, 19.42258, -31.08387)
H (-17.04413, 10.90280, -27.70191)
H (-14.39172, 12.41223, -31.75219)
H (-16.78520, 18.62427, -26.32828)
H (-9.35620, 19.03025, -29.04562)
H (-20.44884, 16.56458, -21.58574)
H (-10.09283, 18.50058, -33.30891)
H (-15.70915, 17.61377, -31.50978)
H (-15.35504, 19.28644, -29.04223)
H (-11.55087, 12.07997, -23.37056)
H (-17.86547, 13.91654, -29.65273)
H (-12.23014, 16.70430, -29.63954)
H (-19.62429, 13.97727, -20.95310)
H (-8.14432, 15.38445, -29.76260)
H (-17.84370, 16.58247, -27.33426)
H (-11.80908, 20.69098, -32.09475)
H (-16.62755, 9.83005, -26.30989)
H (-9.49376, 18.02797, -26.92028)
H (-15.39510, 12.40494, -27.00188)
H (-21.17521, 16.57777, -26.89975)
H (-19.46129, 14.10962, -24.73488)
H (-23.09283, 15.62037, -28.24101)
H (-11.75772, 22.55624, -29.68990)
H (-14.32342, 21.06525, -26.10874)
H (-23.48799, 12.45870, -25.47695)
H (-19.13640, 15.52974, -19.99239)
H (-9.79421, 15.90060, -24.39142)
H (-12.85306, 22.49099, -27.49991)
H (-17.20669, 15.48933, -26.10136)

Cartesian forces, eV/Å:
-1.25 -0.61 -0.68
-0.76 0.34 -0.63
0.64 -0.06 0.55
-0.56 2.37 -0.77
-0.61 -1.56 -0.80
1.22 -1.27 -2.16
-2.82 -2.08 4.62
-0.95 -1.79 0.44
1.11 -0.97 -0.18
-1.50 -2.01 -0.87
-1.23 -0.20 1.62
1.06 0.62 0.07
-0.86 -0.33 0.01
-0.03 0.42 -2.61
-0.02 1.05 -1.87
0.32 1.02 2.25
1.76 1.84 -3.87
-0.36 -0.54 -1.23
-3.61 1.41 0.13
-0.42 -0.26 -0.66
1.59 0.18 -2.35
-0.09 -0.84 0.24
0.50 1.57 0.22
0.45 -0.94 1.96
-2.25 1.15 4.84
0.19 -0.03 -0.47
2.32 -0.86 -0.17
-0.32 -1.03 -1.81
-0.72 1.11 -0.72
3.01 0.40 -0.74
-1.49 0.90 0.16
0.13 -2.24 0.81
-4.85 -1.08 -3.45
-0.27 -1.44 0.31
-0.31 -0.89 0.85
0.97 -1.85 -1.40
2.26 0.94 0.13
1.78 0.37 -1.14
1.19 0.50 0.57
1.86 0.21 -0.35
1.37 2.35 -1.78
-0.62 -2.26 0.44
-1.13 -0.09 -0.44
2.19 -0.31 0.20
0.06 -1.41 -0.59
-1.12 -0.06 -0.06
0.56 0.28 -0.11
-0.38 0.42 0.28
-1.38 -0.58 0.78
2.52 -1.13 -0.16
-0.25 2.52 -0.52
-0.76 0.08 -0.23
-0.78 -0.85 1.85
4.06 -0.14 3.59
-0.16 0.26 -1.26
-2.07 2.87 1.06
-1.90 -1.37 2.98
-0.55 -0.66 0.97
0.60 -0.11 -0.07
1.15 -0.13 -2.56
2.53 5.47 2.97
0.45 0.99 -0.50
-0.75 0.51 -0.08
-1.14 -0.68 -0.74
-0.03 0.58 -0.31
0.34 0.37 0.45
-0.09 0.06 -0.07
0.01 0.13 -0.09
-0.29 0.67 0.13
0.27 -0.14 0.15
0.05 0.14 -0.09
0.13 0.47 -0.49
0.08 0.52 0.38
0.21 0.38 -0.66
0.26 -0.56 0.10
0.75 0.55 0.16
0.16 -0.56 -0.22
0.12 0.02 -0.07
-0.20 -0.36 0.04
0.13 -0.16 -0.02
0.13 0.46 0.06
0.49 0.43 -0.79
-0.26 -0.64 -0.08
-0.03 -0.28 0.19
-0.98 -0.12 0.31
-0.23 0.21 -0.40
0.39 0.45 -0.63
0.07 0.42 -0.43
-0.57 -0.62 0.18
0.06 -0.18 0.29
0.53 0.01 0.58
-0.08 -0.49 0.03
-0.37 0.23 -0.33
0.38 0.03 0.84
-0.10 -0.07 0.30
-0.25 0.14 0.30
-0.10 -0.38 0.69
-0.65 -0.03 0.10
-0.27 -0.58 -0.41
-0.30 -0.15 -0.18
0.78 -0.22 -0.21
-0.22 -0.88 0.10
0.11 0.55 0.06
-0.08 0.59 0.64
0.22 0.18 -0.16
-0.11 0.09 0.35
-0.11 -0.62 0.14
0.33 -0.05 0.69
-0.25 -0.48 0.98
0.01 0.39 0.55

Values from the calculation:
* net charge: 0
* electronic energy: -3283.2052 Eh
* LUMO: 0.3 eV
* spin multiplicity: 1
* Kohn-Sham gap: 8.0471 eV
* maximum force: 6.72 eV/A
* structure (SMILES): Oc1ccc(O)cc1.Oc1ccc(O)cc1.Oc1ccc(O)cc1.Oc1ccc(O)cc1.Oc1ccc(O)cc1.O=C1OCCO1.O=C1OCCO1.O=C1OCCO1.O=C1OCCO1

=====

No. 3
Here is the molecule C4H4N2O3 from the OMol25 dataset. Energies are from the ωB97M-V functional and the def2-TZVPD basis.

Atoms and positions in Å:
O (1.58715, 1.73238, 0.19768)
O (1.18412, -2.71488, -0.15191)
O (3.14631, 0.15530, 0.01945)
N (1.99753, 0.27402, 0.14234)
N (0.25670, 1.84544, 0.19963)
C (-1.81842, 0.59551, 0.10715)
C (-0.32016, 0.64762, 0.09053)
C (0.38745, -1.80915, -0.15444)
C (0.56034, -0.41781, -0.07755)
H (-0.68671, -1.96701, -0.61752)
H (-2.10243, 1.55804, -0.41422)
H (-2.05587, -0.38195, -0.44706)
H (-2.13602, 0.48249, 1.10593)

Cartesian forces, eV/Å:
0.24 -1.95 -0.04
0.09 0.26 0.70
0.56 -1.49 0.02
-4.51 1.64 -0.81
-0.93 -1.35 0.18
1.17 -0.78 -2.59
0.68 2.01 -0.04
-1.45 -1.28 -2.57
4.49 2.48 1.60
1.18 -0.14 1.18
-0.41 -1.39 0.73
-0.38 1.79 0.54
-0.73 0.20 1.09

Values from the calculation:
* net charge: 0
* electronic energy: -489.8340 Eh
* LUMO (alpha / beta): -1.3 / -1.3 eV
* spin multiplicity: 1
* Kohn-Sham gap (alpha / beta): 8.1364 / 8.1287 eV
* maximum force: 5.37 eV/A
* ΔE to the lowest compared entry with this formula, charge and spin: 656.0 kJ/mol